# C7H15N2

A 2-piece molecular cluster, C7H15N2 overall at a distorted geometry (ωB97M-V/def2-TZVPD, OMol25).

Values from the calculation:
Highest occupied orbital energy   -13.88 eV
Total charge   +1
ΔE to the lowest compared entry with this formula, charge and spin   73.21 kcal/mol

Each line ends with the natural charge from an NBO analysis.
CARTESIAN COORDINATES (ANGSTROEM)
C 2.0960 0.6790 -0.4292  0.282
C -1.9210 0.7448 0.8416  -0.486
C -3.0402 0.2059 -0.1605  -0.281
C -1.6566 0.0141 -0.3985  0.392
C 3.4339 1.2712 0.1282  -0.719
C -3.9195 -0.9859 0.4073  -0.626
C 2.2047 -1.6972 0.1148  -0.462
N 1.6118 -0.4942 -0.3381  -0.455
N -0.7938 -0.4173 -1.2331  -0.673
H -1.5962 1.7455 0.8885  0.247
H -1.8376 0.3356 1.8793  0.253
H -3.4947 0.9913 -0.6965  0.252
H 3.3442 2.2293 0.6430  0.268
H 4.1817 1.5362 -0.6707  0.275
H 3.9491 0.5807 0.8351  0.245
H -3.9127 -0.9177 1.6227  0.235
H -3.5114 -2.0156 0.3295  0.231
H -4.9441 -0.9214 -0.1454  0.256
H 2.0775 -1.7315 1.2018  0.240
H 3.2351 -1.8817 -0.3143  0.244
H 1.5570 -2.5432 -0.1503  0.235
H 1.3967 1.4486 -0.9847  0.217
H 0.6145 -0.5888 -0.8799  0.446
H -1.2084 -0.7089 -2.0694  0.382

Forces on atoms 1 to 3 (eV/Å):
0.2547 2.7203 -0.1351
-0.0345 -1.8002 0.6205
-0.3734 -0.8178 2.3332